No. 1
The following is a quantum chemistry calculation of a molecular structure, C48H36BrIrN3P3Se4, from the OMol25 dataset.

ORCA input file:
```
! RIJCOSX wB97M-V def2-TZVPD def2/J DEFGRID3
* xyz 1 2
Ir 0.488 0.152 0.030
Se 0.189 5.648 4.573
P 0.755 3.650 4.712
C 2.561 3.415 4.608
C 3.150 3.486 3.343
C 4.526 3.419 3.205
C 5.331 3.293 4.331
C 4.754 3.239 5.590
C 3.374 3.303 5.731
C 0.157 2.812 6.203
C -0.605 1.652 6.134
C -1.062 1.042 7.294
C -0.764 1.595 8.530
C -0.032 2.775 8.604
C 0.414 3.391 7.446
C 0.222 2.603 3.323
C 0.695 1.405 2.830
N 0.048 1.229 1.647
N -0.764 2.263 1.419
N -0.669 3.089 2.423
P 1.663 -0.003 3.332
Se 2.467 -0.694 1.440
C 2.964 0.233 4.548
C 2.626 0.388 5.896
C 3.623 0.404 6.855
C 4.954 0.264 6.479
C 5.290 0.122 5.142
C 4.298 0.104 4.172
C 0.481 -1.150 4.070
C -0.876 -1.066 3.762
C -1.774 -1.947 4.344
C -1.320 -2.924 5.219
C 0.034 -3.024 5.510
C 0.935 -2.135 4.943
H 2.529 3.615 2.464
H 4.973 3.478 2.221
H 6.408 3.246 4.225
H 5.379 3.147 6.469
H 2.937 3.251 6.719
H -0.861 1.224 5.174
H -1.659 0.140 7.225
H -1.122 1.123 9.436
H 0.174 3.226 9.566
H 0.940 4.337 7.500
H 1.596 0.475 6.199
H 3.357 0.522 7.898
H 5.730 0.268 7.233
H 6.326 0.019 4.848
H 4.561 -0.011 3.129
H -1.244 -0.314 3.077
H -2.828 -1.869 4.111
H -2.023 -3.607 5.678
H 0.392 -3.788 6.188
H 1.990 -2.220 5.176
Se -0.366 -3.633 1.685
P -0.583 -3.252 -2.142
Se -0.387 -2.194 -0.010
C -1.703 -4.572 -1.647
C -3.058 -4.299 -1.864
C -4.026 -5.224 -1.510
C -3.644 -6.438 -0.954
C -2.302 -6.719 -0.734
C -1.331 -5.788 -1.068
C 1.056 -4.040 -2.249
C 2.205 -3.274 -2.031
C 3.461 -3.809 -2.252
C 3.589 -5.111 -2.722
C 2.456 -5.864 -2.983
C 1.194 -5.333 -2.751
H -3.349 -3.359 -2.321
H -5.072 -5.006 -1.680
H -4.397 -7.169 -0.690
H -2.010 -7.662 -0.293
H -0.293 -5.994 -0.853
H 2.120 -2.251 -1.683
H 4.342 -3.208 -2.066
H 4.571 -5.530 -2.896
H 2.549 -6.870 -3.370
H 0.319 -5.924 -2.988
Br 1.772 2.107 -0.658
C 0.370 2.954 -1.638
C 0.531 4.235 -2.064
C -0.503 4.812 -2.827
C -1.616 4.077 -3.119
C -1.762 2.749 -2.654
C -2.921 1.993 -2.951
C -3.055 0.728 -2.468
C -2.054 0.172 -1.645
C -0.893 0.844 -1.320
C -0.746 2.157 -1.865
H 1.424 4.799 -1.827
H -0.406 5.832 -3.171
H -2.416 4.511 -3.706
H -3.700 2.444 -3.554
H -3.944 0.151 -2.687
H -2.245 -0.812 -1.240
*
```

## Properties
HOMO level (spin up / spin down): -0.353 / -0.353 hartree
Orbital gap (spin up / spin down): 5.25 / 4.82 eV
Total energy: -416958.153 eV
<S²>: 0.76
Relative energy (zero: lowest compared OMol25 entry of this formula, charge and spin): 250.99 kJ/mol

---

No. 2
The following is a quantum chemistry calculation of a molecular structure, C42H61ClF4NNaO16S3 at a distorted geometry, from the OMol25 dataset.

ORCA input file:
```
! RIJCOSX wB97M-V def2-TZVPD def2/J DEFGRID3
* xyz 0 1
C -4.824 -1.279 1.269
C -3.966 0.029 0.795
C -2.485 -0.518 0.420
C -1.736 0.596 -0.471
C -0.131 0.498 -0.453
C 0.507 -0.205 -1.766
C -0.119 -1.645 -2.055
C -0.840 -1.919 -3.498
C -1.432 -3.399 -3.118
O -1.963 -4.220 -4.186
C -0.188 -4.003 -2.236
N 0.797 -2.861 -2.010
H -5.766 -0.945 1.849
H -5.109 -1.831 0.295
H -4.122 -1.953 1.870
H -3.907 0.778 1.670
H -4.524 0.479 -0.101
H -1.954 -0.754 1.412
H -2.670 -1.514 -0.155
H -2.179 0.636 -1.544
H -2.015 1.628 0.000
H 0.294 -0.047 0.478
H 0.303 1.573 -0.418
H 0.425 0.459 -2.711
H 1.635 -0.332 -1.538
H -0.954 -1.973 -1.337
H 0.085 -2.069 -4.181
H -1.576 -1.114 -3.830
H -2.343 -3.169 -2.445
H -2.925 -4.016 -4.281
H -0.683 -4.326 -1.240
H 0.216 -4.984 -2.657
H 1.147 -3.039 -1.049
H 1.466 -2.977 -2.805
O -3.176 3.951 -2.792
S -2.413 3.331 -3.845
O -1.633 2.139 -3.623
O -1.468 4.444 -4.536
C -0.597 5.203 -3.696
C 0.628 4.402 -3.298
C -3.481 3.054 -5.230
H -1.131 5.572 -2.816
H -0.283 6.078 -4.272
H 0.358 3.574 -2.639
H 1.347 5.031 -2.771
H 1.112 3.969 -4.179
H -4.031 3.967 -5.439
H -4.172 2.252 -4.967
H -2.877 2.758 -6.088
C -3.555 2.677 4.045
C -4.503 3.783 4.402
O -4.128 4.122 5.731
C -2.833 3.733 5.888
O -2.152 4.020 6.836
O -2.410 2.982 4.837
H -3.298 2.663 2.932
H -3.934 1.691 4.333
H -4.377 4.664 3.764
H -5.548 3.464 4.364
O -3.609 -2.344 -6.124
H -2.972 -2.917 -5.678
H -3.765 -2.781 -6.971
C 4.203 -0.753 1.129
F 4.682 0.310 1.818
F 3.773 -0.262 -0.066
F 5.280 -1.530 0.846
S 2.872 -1.671 2.052
O 1.808 -0.698 2.266
O 3.500 -2.123 3.289
O 2.476 -2.772 1.170
Na -7.128 -2.115 1.975
C 6.074 -3.332 -4.966
C 5.577 -4.638 -5.589
C 4.397 -5.127 -4.748
S 3.655 -3.666 -4.031
O 3.826 -3.718 -2.597
O 2.360 -3.435 -4.645
C 4.827 -2.500 -4.700
H 6.772 -2.809 -5.623
H 6.591 -3.545 -4.024
H 5.245 -4.449 -6.615
H 6.368 -5.390 -5.633
H 3.657 -5.647 -5.357
H 4.727 -5.773 -3.932
H 4.993 -1.690 -3.989
H 4.411 -2.105 -5.630
F -4.883 4.487 -7.192
C -6.225 4.528 -7.140
C -6.965 3.767 -8.032
C -8.354 3.806 -7.975
C -8.988 4.613 -7.033
C -8.235 5.377 -6.145
C -6.845 5.330 -6.195
H -6.454 3.151 -8.763
H -8.943 3.208 -8.663
H -10.072 4.646 -6.992
H -8.730 6.009 -5.415
H -6.243 5.912 -5.506
C 3.284 -4.793 6.839
C 3.487 -3.804 5.878
C 3.847 -2.518 6.267
C 3.995 -2.214 7.622
C 3.768 -3.199 8.585
C 3.423 -4.492 8.190
C 3.872 -2.878 10.026
O 3.677 -3.739 10.870
C 4.209 -1.493 10.430
C 4.254 -1.161 11.785
C 4.582 0.133 12.174
C 4.875 1.098 11.213
C 4.825 0.773 9.862
C 4.482 -0.522 9.468
C 4.397 -0.849 8.026
O 4.649 -0.003 7.185
H 3.011 -5.798 6.534
H 3.366 -4.035 4.825
H 4.009 -1.755 5.513
H 3.258 -5.266 8.934
H 4.031 -1.909 12.540
H 4.612 0.391 13.229
H 5.138 2.107 11.517
H 5.049 1.530 9.117
C 3.428 3.480 -0.426
O 2.622 3.096 -1.532
H 2.808 4.021 0.290
H 3.842 2.591 0.055
H 4.237 4.132 -0.767
H 3.194 2.621 -2.148
Cl -1.799 1.997 2.411
*
```

## Properties
HOMO level: -0.210 hartree
Orbital gap: 2.74 eV
Total energy: -139101.121 eV

---

No. 3
The following is a quantum chemistry calculation of a molecular structure, C7H13Cl4CrO6 at a distorted geometry, from the OMol25 dataset.

ORCA input file:
```
! RIJCOSX wB97M-V def2-TZVPD def2/J DEFGRID3
* xyz 2 6
Cr 9.264 2.764 18.499
Cl 9.650 1.105 16.628
C 10.688 0.901 22.446
O 10.298 -0.266 21.783
C 9.704 -0.155 20.595
O 9.458 0.886 19.969
O 9.408 -1.355 20.218
C 8.714 -1.577 18.997
H 11.622 1.235 21.994
H 10.941 0.558 23.449
H 9.965 1.715 22.408
H 7.695 -1.200 18.911
H 8.625 -2.663 18.955
H 9.359 -1.381 18.141
C 14.110 -3.568 17.801
O 12.808 -3.846 17.210
C 12.361 -2.967 16.302
O 12.920 -1.882 16.046
O 11.165 -3.409 15.898
C 10.330 -2.438 15.297
H 14.857 -4.337 17.605
H 13.993 -3.616 18.884
H 14.581 -2.640 17.478
H 10.049 -1.712 16.060
H 9.496 -2.946 14.813
H 10.818 -1.960 14.448
C 7.853 -0.102 13.250
Cl 7.106 1.192 12.352
Cl 8.802 -1.053 12.081
Cl 6.566 -1.144 13.972
H 8.540 0.330 13.978
*
```

## Properties
HOMO level (spin up / spin down): -0.581 / -0.574 hartree
Orbital gap (spin up / spin down): 5.77 / 2.55 eV
Total energy: -98244.010 eV
<S²>: 8.82

---

No. 4
The following is a quantum chemistry calculation of C16H17N5O2S2 in the gas phase at a distorted geometry, from the OMol25 dataset.

ORCA input file:
```
! RIJCOSX wB97M-V def2-TZVPD def2/J DEFGRID3
* xyz 0 1
O 5.164 1.889 -0.986
C 4.316 1.393 -0.288
C 3.271 2.188 0.447
S 1.834 2.545 -0.634
C 1.303 0.928 -1.021
N 1.981 0.022 -1.663
N 1.235 -1.090 -1.709
C 0.105 -0.862 -1.101
C -1.013 -1.826 -0.987
C -2.258 -1.356 -1.751
C -3.490 -2.140 -1.296
O -3.770 -1.949 0.071
N 0.084 0.427 -0.633
C -0.931 1.110 0.059
C -1.392 2.325 -0.435
C -2.393 3.000 0.239
C -2.937 2.468 1.397
C -2.467 1.262 1.891
C -1.460 0.582 1.231
N 4.296 0.024 -0.115
C 3.430 -0.783 0.565
N 2.504 -0.420 1.387
C 1.835 -1.488 1.888
C 2.249 -2.701 1.450
S 3.557 -2.522 0.342
H 2.906 1.675 1.333
H 3.667 3.176 0.681
H -1.286 -1.969 0.061
H -0.666 -2.780 -1.384
H -2.113 -1.489 -2.823
H -2.432 -0.292 -1.562
H -3.320 -3.213 -1.411
H -4.356 -1.856 -1.911
H -3.935 -1.011 0.226
H -0.964 2.730 -1.340
H -2.750 3.944 -0.144
H -3.721 2.995 1.917
H -2.880 0.849 2.799
H -1.077 -0.346 1.625
H 4.956 -0.459 -0.714
H 1.045 -1.308 2.594
H 1.875 -3.670 1.704
*
```

## Properties
HOMO level: -0.314 hartree
Orbital gap: 9.08 eV
Total energy: -50083.958 eV
SMILES: O=C(CSc1nnc(CCCO)n1-c1ccccc1)Nc1nccs1
Relative energy (zero: lowest compared OMol25 entry of this formula, charge and spin): 13.84 kJ/mol

---

No. 5
The following is a quantum chemistry calculation of C6H13N3 in the gas phase at a distorted geometry, from the OMol25 dataset.

ORCA input file:
```
! RIJCOSX wB97M-V def2-TZVPD def2/J DEFGRID3
* xyz 0 1
C -2.213 -1.281 -0.075
N -0.954 -0.717 -0.504
C 0.107 -0.745 0.320
C 0.391 -1.845 1.306
C 0.878 0.411 0.142
C 2.353 0.601 0.321
C 0.041 1.266 -0.673
N 0.461 1.654 -1.911
N -0.932 2.054 -0.103
H -2.120 -2.293 0.338
H -2.696 -0.656 0.697
H -2.900 -1.336 -0.924
H -0.313 -1.807 2.142
H 1.398 -1.761 1.716
H 0.290 -2.822 0.827
H 2.609 1.637 0.565
H 2.718 -0.012 1.149
H 2.930 0.329 -0.571
H 0.951 0.930 -2.418
H -0.220 2.155 -2.467
H -1.153 1.789 0.846
H -1.628 2.449 -0.724
*
```

## Properties
HOMO level: -0.241 hartree
Orbital gap: 7.39 eV
Total energy: -10901.348 eV
SMILES: C/N=C(\C)C(C)=C(N)N
Relative energy (zero: lowest compared OMol25 entry of this formula, charge and spin): 199.17 kJ/mol

---

No. 6
The following is a quantum chemistry calculation of 2 unconnected molecules or ions with the total composition C4H13N2O2 at a distorted geometry, from the OMol25 dataset.

ORCA input file:
```
! RIJCOSX wB97M-V def2-TZVPD def2/J DEFGRID3
* xyz -1 1
C -1.580 -0.574 0.001
O -2.082 0.384 0.889
C -0.288 0.175 -0.755
C 1.018 -0.028 0.141
C 2.353 0.736 -0.180
N 3.344 -0.143 -0.987
N -0.599 1.550 -0.957
H -2.246 -0.972 -0.672
H -1.267 -1.339 0.604
H -0.134 -0.409 -1.694
H 0.702 0.253 1.079
H 1.205 -1.173 0.224
H 2.248 1.736 -0.700
H 2.855 0.878 0.742
H 3.278 -0.110 -1.909
H 3.166 -1.060 -0.711
H -1.565 1.638 -1.386
H -0.578 2.019 -0.031
H -3.940 -1.304 2.570
H -2.681 -0.663 1.648
O -3.207 -1.592 2.085
*
```

## Properties
HOMO level: -0.131 hartree
Orbital gap: 7.56 eV
Total energy: -11432.778 eV
Relative energy (zero: lowest compared OMol25 entry of this formula, charge and spin): 189.03 kJ/mol

---

- The lowest total energy belongs to which entry?
  C48H36BrIrN3P3Se4